The following is a DFT calculation (the ωB97M-V functional and the def2-TZVPD basis) of C42H65IrN6P2Se as an isolated structure.

The energy comes out at -5156.308114 a.u. The HOMO-LUMO gap (alpha / beta) is 5.875 / 6.621 eV. For the energy above the lowest of the compared OMol25 structures with the same formula, charge and spin, the calculation gives 13.8 kcal per mole. Its expectation value of S² is 0.758. As for the total charge: +1. Its spin multiplicity is 2.

```
117
C42H65IrN6P2Se | OMol25 | the ωB97M-V functional and the def2-TZVPD basis
Ir 0.194 0.766 0.429
C 1.809 -2.673 -0.210
C 2.585 -1.488 -0.780
C 4.054 -1.851 -0.993
P 2.364 -0.004 0.290
C 3.710 1.164 -0.098
C 3.722 2.335 0.883
C 3.589 1.624 -1.552
C 2.592 -0.591 1.979
C 3.786 -0.954 2.588
C 3.797 -1.501 3.865
C 5.080 -1.904 4.536
C 2.570 -1.691 4.503
C 1.370 -1.325 3.920
C 1.378 -0.747 2.652
N 0.188 -0.339 1.976
C -1.042 -0.444 2.716
C -1.319 0.487 3.719
C -0.305 1.521 4.112
C -2.548 0.429 4.363
C -3.480 -0.557 4.064
C -4.830 -0.578 4.722
C -3.135 -1.520 3.124
C -1.930 -1.485 2.435
C -1.585 -2.580 1.470
H 1.763 -3.467 -0.955
H 0.790 -2.401 0.056
H 2.301 -3.065 0.682
H 2.127 -1.213 -1.737
H 4.557 -2.038 -0.042
H 4.610 -1.091 -1.539
H 4.103 -2.775 -1.571
H 4.634 0.587 0.019
H 2.840 2.962 0.746
H 4.614 2.941 0.711
H 3.745 1.994 1.919
H 2.637 2.131 -1.706
H 3.639 0.794 -2.258
H 4.394 2.317 -1.798
H 4.727 -0.805 2.069
H 5.942 -1.673 3.912
H 5.090 -2.975 4.743
H 5.204 -1.388 5.489
H 2.555 -2.134 5.491
H 0.436 -1.490 4.441
H 0.208 1.918 3.235
H 0.463 1.096 4.764
H -0.776 2.343 4.650
H -2.776 1.167 5.124
H -4.824 -0.025 5.660
H -5.153 -1.599 4.926
H -5.575 -0.120 4.068
H -3.832 -2.323 2.908
H -2.409 -3.286 1.387
H -0.706 -3.132 1.812
H -1.368 -2.187 0.475
Se -1.479 0.014 -1.140
C -3.151 0.373 -0.260
C -3.568 1.664 0.039
C -4.793 1.834 0.664
N -5.606 0.832 0.993
C -5.203 -0.395 0.680
C -3.994 -0.680 0.061
H -2.948 2.524 -0.187
H -5.141 2.831 0.914
H -5.876 -1.203 0.945
H -3.727 -1.703 -0.173
N 0.352 2.593 0.110
P -0.236 4.073 0.075
N 0.982 5.120 -0.377
C 0.868 6.571 -0.083
C 1.830 7.380 -0.946
C 3.203 6.722 -0.981
C 3.108 5.321 -1.614
C 1.666 4.827 -1.643
N -0.762 4.728 1.498
C -2.058 4.285 2.045
C -2.621 5.376 2.944
C -1.640 5.726 4.058
C -0.274 6.082 3.476
C 0.222 4.963 2.571
N -1.531 4.184 -0.957
C -2.344 5.417 -0.990
C -2.122 6.221 -2.264
C -2.412 5.375 -3.521
C -2.590 3.900 -3.162
C -1.475 3.441 -2.240
H 1.123 6.742 0.962
H -0.152 6.933 -0.226
H 1.888 8.386 -0.529
H 1.442 7.487 -1.963
H 3.589 6.650 0.039
H 3.903 7.343 -1.539
H 3.719 4.615 -1.052
H 3.488 5.334 -2.637
H 1.632 3.753 -1.805
H 1.124 5.289 -2.477
H -1.920 3.357 2.615
H -2.739 4.062 1.226
H -3.577 5.047 3.356
H -2.813 6.265 2.336
H -1.532 4.865 4.727
H -2.025 6.549 4.661
H 0.452 6.254 4.273
H -0.353 7.004 2.893
H 0.349 4.053 3.161
H 1.190 5.194 2.132
H -2.108 6.012 -0.110
H -3.401 5.142 -0.904
H -1.089 6.580 -2.274
H -2.760 7.106 -2.235
H -1.580 5.466 -4.223
H -3.298 5.741 -4.039
H -2.575 3.286 -4.063
H -3.558 3.730 -2.684
H -0.519 3.611 -2.749
H -1.541 2.374 -2.043
```

Here are the Löwdin charges for atoms 1 to 2, given in e:
1 Ir 0.9937
2 C -0.1007

=====

The following is a DFT calculation (the ωB97M-V functional and the def2-TZVPD basis) of C42H66BCaGe2N2O2Si3 as an isolated structure at a distorted geometry.

The energy comes out at -7624.715730 a.u. The HOMO-LUMO gap is 7.406 eV. For the energy above the lowest of the compared OMol25 structures with the same formula, charge and spin, the calculation gives 37.4 kcal per mole. As for the total charge: +1. Its spin multiplicity is 1.

```
119
C42H66BCaGe2N2O2Si3 | OMol25 | the ωB97M-V functional and the def2-TZVPD basis
Ca -1.003 -0.273 -0.804
C -0.410 -1.907 4.509
Si -2.174 -1.451 3.986
C -3.137 -0.776 5.462
C -3.029 -3.088 3.536
Ge -2.342 0.310 2.241
Si -4.246 -0.412 0.846
C -4.054 -2.043 -0.103
C -5.596 -0.671 2.144
C -4.884 0.865 -0.395
Si -3.065 2.510 3.132
C -4.474 2.311 4.377
C -3.805 3.596 1.760
C -1.681 3.413 4.041
H -0.434 -2.855 5.051
H 0.029 -1.164 5.176
H 0.259 -2.027 3.654
H -3.295 -1.560 6.205
H -4.117 -0.421 5.140
H -2.611 0.050 5.945
H -2.724 -3.834 4.274
H -2.787 -3.492 2.554
H -4.115 -2.999 3.600
H -3.818 -2.868 0.571
H -3.296 -2.005 -0.893
H -5.007 -2.275 -0.582
H -5.403 -1.544 2.768
H -6.554 -0.822 1.641
H -5.694 0.194 2.800
H -4.131 1.201 -1.114
H -5.281 1.744 0.114
H -5.703 0.421 -0.965
H -5.382 1.932 3.907
H -4.705 3.300 4.779
H -4.224 1.664 5.217
H -4.849 3.811 1.996
H -3.778 3.147 0.770
H -3.275 4.547 1.703
H -1.340 2.850 4.912
H -2.060 4.374 4.398
H -0.818 3.613 3.406
C 0.754 1.085 3.487
Ge 0.107 1.141 1.608
C 1.687 0.722 0.444
C 2.819 0.079 0.939
C 3.974 -0.012 0.178
C 4.008 0.525 -1.103
C 2.893 1.175 -1.607
C 1.747 1.281 -0.833
C -0.107 3.000 0.940
C -1.163 3.276 0.110
C -1.408 4.568 -0.397
C -0.611 5.602 -0.008
C 0.521 5.374 0.812
C 1.386 6.431 1.178
C 2.530 6.190 1.883
C 2.878 4.870 2.225
C 2.047 3.832 1.910
C 0.819 4.049 1.238
H 1.234 2.017 3.776
H 1.465 0.270 3.630
H -0.089 0.917 4.157
H 2.814 -0.341 1.939
H 4.848 -0.505 0.583
H 4.907 0.453 -1.702
H 2.914 1.609 -2.599
H 0.908 1.855 -1.218
H -1.863 2.482 -0.155
H -2.247 4.737 -1.059
H -0.820 6.613 -0.337
H 1.128 7.439 0.876
H 3.188 7.005 2.154
H 3.812 4.680 2.738
H 2.352 2.821 2.135
C -1.094 -3.416 0.761
C -0.547 -4.755 1.322
N 0.760 -5.032 0.737
C 0.642 -5.082 -0.721
C 0.163 -3.710 -1.267
N -0.101 -2.797 -0.136
C 1.153 -2.605 0.612
C 1.688 -3.971 1.113
H -1.300 -2.698 1.560
H -2.006 -3.575 0.185
H -1.215 -5.585 1.087
H -0.439 -4.717 2.408
H -0.056 -5.879 -0.979
H 1.617 -5.348 -1.131
H -0.756 -3.810 -1.848
H 0.911 -3.244 -1.906
H 0.946 -1.932 1.451
H 1.867 -2.115 -0.048
H 1.800 -3.983 2.199
H 2.663 -4.197 0.678
C 5.273 -0.109 -6.854
C 4.503 -1.336 -6.343
C 5.358 -2.028 -5.281
C 4.269 -2.325 -7.496
C 3.145 -0.895 -5.793
C 2.269 -0.186 -6.624
C 1.019 0.253 -6.208
C 0.651 -0.043 -4.913
O -0.496 0.265 -4.221
B -0.363 -0.267 -2.938
O 0.895 -0.910 -2.859
C 1.501 -0.755 -4.085
C 2.747 -1.188 -4.489
H 6.272 -0.400 -7.185
H 5.375 0.634 -6.061
H 4.767 0.362 -7.696
H 6.321 -2.304 -5.712
H 4.883 -2.941 -4.917
H 5.550 -1.368 -4.432
H 5.220 -2.709 -7.869
H 3.745 -1.850 -8.325
H 3.665 -3.168 -7.154
H 2.574 0.035 -7.638
H 0.363 0.807 -6.867
H 3.378 -1.729 -3.798
```

Here are the Löwdin charges for atoms 1 to 2, given in e:
1 Ca 1.1015
2 C -0.2082